(1)
Below is a structure of composition C4H11IN2O, with properties calculated with ωB97M-V with the def2-TZVPD basis set.

```
19
Properties=species:S:1:pos:R:3
C 0.9360 -3.0414 0.6091
C 1.5092 -2.2892 -0.2887
C 0.1865 1.4642 0.1461
C -1.3663 1.1664 0.4135
N 2.2483 -1.7872 -1.1706
N -2.2341 2.2155 -0.2271
O 0.8400 0.2247 0.2137
I -2.1100 -0.5850 -0.4530
H 1.3851 -3.0861 1.5707
H 0.0384 -3.5540 0.6611
H 0.5889 2.1226 0.8771
H 0.3351 1.7383 -0.9163
H -1.4370 1.1664 1.4928
H 1.3014 0.2706 1.1238
H 2.4067 -0.7968 -1.4307
H 2.9246 -2.4924 -1.5961
H -2.1113 3.1578 0.1850
H -2.1411 1.9884 -1.2143
H -3.3005 2.1173 0.0038
```

charge = +2
HOMO energy = -0.6307 Eh
spin multiplicity = 1
orbital gap = 10.00 eV
ΔE to the lowest compared entry with this formula, charge and spin = 0.0 kcal/mol
LUMO level = -7.2 eV

(2)
Below is a structure of composition C22H43CrN2OP3, with properties calculated with ωB97M-V with the def2-TZVPD basis set.

```
72
Properties=species:S:1:pos:R:3
Cr -0.5040 -0.2046 -0.0678
P -2.9909 -0.2954 0.5624
P 0.2075 -0.4611 -2.1705
P -0.8308 2.1566 0.5330
H 1.5195 -0.7743 2.0377
C 0.7928 -0.1218 2.5121
C -0.3998 -0.5589 2.9721
H -0.6676 -1.6249 2.9429
C -3.7969 -1.8464 1.1089
C -3.8041 0.0077 -1.0506
C -3.9180 0.8517 1.6581
C 1.8558 -1.1089 -1.7627
C -0.3914 -1.7458 -3.2838
C 0.1163 1.0440 -3.1732
C -1.2956 2.6725 2.2301
C -1.9487 3.0684 -0.5966
C 0.7063 3.1029 0.3670
H 1.1922 0.8246 2.8566
H -1.0851 0.1057 3.5082
H -3.2427 -2.2720 1.9532
H -3.8585 -2.5825 0.2993
H -4.8173 -1.6307 1.4571
H -3.3913 -0.6568 -1.8200
H -3.6548 1.0437 -1.3769
H -4.8758 -0.1953 -0.9195
H -3.4708 0.8171 2.6607
H -4.9530 0.4849 1.7397
H -3.9410 1.8791 1.2687
H 2.5463 -0.6884 -2.5160
H 1.8185 -2.2205 -1.8834
H 2.2246 -0.9060 -0.7076
H 0.0904 -1.6169 -4.2652
H -1.4792 -1.6785 -3.3795
H -0.1590 -2.7379 -2.8794
H 0.5169 0.8333 -4.1747
H 0.6450 1.8886 -2.7166
H -0.9358 1.3564 -3.2613
H -1.0770 3.7446 2.3335
H -0.7073 2.1167 2.9693
H -2.3596 2.5313 2.4373
H -1.7213 4.1399 -0.4935
H -3.0083 2.9045 -0.3620
H -1.7619 2.7616 -1.6358
H 0.5279 4.1323 0.7121
H 1.0667 3.1239 -0.6697
H 1.4586 2.6144 0.9959
C 4.0511 2.1679 -0.3596
C 5.2173 1.9145 -1.1438
C 6.4268 2.4791 -0.7090
C 6.4541 3.3352 0.4076
C 5.2598 3.7256 1.0237
C 4.0478 3.1830 0.6040
O 2.9316 1.3170 -0.3737
H 2.7306 0.9591 -1.2870
H 5.1713 1.2936 -2.0499
H 7.3645 2.2220 -1.2205
H 7.4097 3.7339 0.7666
H 5.2570 4.4341 1.8511
H 3.1059 3.5108 1.0174
N -1.1726 -6.5584 0.5713
C -0.9247 -5.2349 0.3594
C -0.0156 -4.4976 1.1593
C 0.0853 -3.1076 1.0523
N -0.6847 -2.3849 0.1787
C -1.5569 -3.0972 -0.6018
C -1.6893 -4.4789 -0.5574
H -0.6387 -7.0626 1.2632
H -1.8648 -7.0327 -0.0009
H 0.5762 -5.0322 1.9107
H 0.8308 -2.5863 1.6806
H -2.1552 -2.5145 -1.3206
H -2.4551 -4.9667 -1.1711
```

charge = +3
HOMO energy (spin up / spin down) = -0.5523 / -0.5524 Eh
spin multiplicity = 4
orbital gap (spin up / spin down) = 3.43 / 5.10 eV
ΔE to the lowest compared entry with this formula, charge and spin = 22.1 kcal/mol
<S²> = 3.962
LUMO level (spin up / spin down) = -11.6 / -9.9 eV

(3)
Below is an isolated molecule of C4H9NOS2, with properties calculated with ωB97M-V with the def2-TZVPD basis set.

```
17
Properties=species:S:1:pos:R:3
C -1.4014 -1.7513 0.3998
N -0.5248 -0.7555 0.9416
C 0.4666 -0.0538 0.0763
C 1.9249 -0.3983 0.5456
O 2.0635 -1.2301 1.4083
C 0.0994 1.3585 0.1806
S 0.9406 2.3293 -0.9727
S -0.4325 2.9529 -2.5261
H -2.3695 -1.0951 0.2061
H -1.1412 -2.1960 -0.6363
H -1.4615 -2.6096 1.1444
H -0.0396 -0.9689 1.9281
H 0.4062 -0.4908 -1.0460
H 2.8114 0.0551 0.0119
H -1.0200 1.3534 0.2718
H 0.3424 1.7475 1.1413
H -0.6645 1.7527 -3.0746
```

charge = 0
HOMO energy = -0.3201 Eh
spin multiplicity = 1
SMILES string = CN[C@H](C=O)CSS
orbital gap = 8.80 eV
ΔE to the lowest compared entry with this formula, charge and spin = 63.2 kcal/mol
LUMO level = 0.1 eV

(4)
Below is a cluster of 2 separate species, CH3NOS in total, with properties calculated with ωB97M-V with the def2-TZVPD basis set.

```
7
Properties=species:S:1:pos:R:3
C 0.6761 -0.4732 0.5491
N 1.1619 0.6983 0.5863
H 0.7301 -1.1161 1.4493
H 0.0332 -0.8485 -0.3696
H 1.2648 1.3155 -0.2098
O -1.7362 -0.4486 -0.6557
S -2.1301 0.8727 -1.3495
```

charge = 0
HOMO energy (spin up / spin down) = -0.3350 / -0.3403 Eh
spin multiplicity = 1
SMILES string = C=N.O=S
orbital gap (spin up / spin down) = 6.99 / 7.11 eV
ΔE to the lowest compared entry with this formula, charge and spin = 89.1 kcal/mol
LUMO level (spin up / spin down) = -2.1 / -2.1 eV

(5)
Below is a structure of composition CdIN2O6, with properties calculated with ωB97M-V with the def2-TZVPD basis set.

```
10
Properties=species:S:1:pos:R:3
Cd -1.1736 -0.1085 -1.4733
N -0.0808 1.7408 1.0117
O 0.8974 2.4856 1.0173
O -0.6953 1.5390 -0.0917
O -0.5494 1.2723 2.0465
N 1.3752 -1.6074 -0.3465
O 1.7210 -2.5523 0.3314
O 0.0948 -1.4659 -0.5284
O 2.1195 -0.8372 -0.9278
I -3.7087 -0.4664 -1.0392
```

charge = -1
HOMO energy = -0.2186 Eh
spin multiplicity = 1
orbital gap = 7.59 eV
LUMO level = 1.6 eV